(1)
The following is a quantum chemistry calculation of C23H27N3O5S in the gas phase at a distorted geometry, from OMol25.

Geometry as XYZ:
```
59
Properties=species:S:1:pos:R:3:forces:R:3:lowdin_charge:R:1
C 2.030222 1.185999 3.655783 -0.1 0.1 0.3 -0.074
H 0.965734 1.425189 3.750808 0.1 0.0 0.0 0.096
O 2.320760 0.589452 2.415166 0.1 0.0 -0.4 -0.086
C 2.102015 1.295901 1.273668 0.0 0.0 -0.2 -0.225
C 1.570541 2.581187 1.247461 0.0 -0.1 0.3 -0.016
C 1.356627 3.227540 0.042131 0.0 0.0 -0.1 -0.079
C 1.660318 2.596952 -1.147928 0.0 0.2 -0.1 -0.102
C 2.180361 1.311980 -1.126048 0.0 0.0 0.2 -0.063
C 2.417997 0.646235 0.066544 0.0 -0.1 0.3 -0.114
C 2.964736 -0.766537 0.120343 -0.2 -0.2 -0.1 -0.257
N 4.416798 -0.771616 0.083964 0.0 0.1 0.1 -0.219
C 5.027950 -0.270872 -1.125911 0.0 0.0 0.1 -0.089
H 6.099743 -0.177574 -0.951106 0.0 0.0 -0.1 0.087
H 4.882782 -0.928321 -1.996976 0.0 0.0 -0.1 0.088
H 4.635119 0.717633 -1.351756 0.1 0.0 -0.1 0.075
C 4.996673 -2.032471 0.492110 0.0 0.1 0.0 -0.091
H 4.896035 -2.824314 -0.264532 0.0 -0.1 0.0 0.086
H 4.525057 -2.367539 1.413553 0.0 -0.1 0.1 0.091
H 6.058680 -1.877546 0.683452 0.0 -0.1 0.0 0.085
C 2.255981 -1.668442 -0.928203 0.3 0.1 0.3 -0.112
N 0.827147 -1.543170 -0.772275 0.1 0.3 -0.2 0.087
C 0.093337 -2.412835 -0.038027 -0.3 0.1 -0.2 -0.452
O 0.470663 -3.520538 0.280411 0.1 -0.3 0.1 0.086
C -1.263849 -1.873315 0.305580 -0.2 -0.1 0.3 -0.129
C -1.380605 -0.601241 0.862714 -0.2 -0.1 0.0 -0.002
C -2.630559 -0.096692 1.170248 0.1 0.0 0.1 -0.046
C -3.750872 -0.856817 0.895061 -0.6 0.1 0.2 -0.273
C -3.650741 -2.129102 0.370307 -0.1 -0.1 0.0 -0.035
C -2.397426 -2.648574 0.092842 0.2 0.1 0.1 0.008
H -2.285176 -3.644415 -0.307160 0.0 -0.1 0.0 0.127
H -4.555558 -2.685359 0.184495 -0.1 -0.1 -0.1 0.118
S -5.367110 -0.131186 1.169300 0.1 0.6 0.0 0.644
O -6.366081 -1.060866 0.743733 0.2 -0.2 -0.3 -0.279
O -5.423500 0.422941 2.487873 0.3 0.1 0.0 -0.283
N -5.430983 1.177893 0.132434 -0.2 -0.6 0.8 -0.120
H -4.924783 1.971898 0.489821 0.1 0.1 0.2 0.107
C -5.247152 0.915480 -1.277932 0.1 -0.3 -0.4 -0.148
C -3.808616 0.828639 -1.683667 0.2 0.9 0.0 -0.277
C -2.797695 1.744809 -1.616316 -0.6 -0.3 -0.1 -0.023
C -1.634791 1.091494 -2.091872 0.0 -0.5 -0.2 -0.057
C -2.025217 -0.170727 -2.413838 0.7 0.5 -0.1 -0.121
O -3.334139 -0.338502 -2.166210 -0.4 -0.2 0.0 0.052
H -1.492460 -1.009385 -2.815739 0.0 -0.2 0.0 0.127
H -0.654563 1.513808 -2.178812 0.2 0.0 0.0 0.083
H -2.870082 2.759594 -1.282173 -0.1 0.2 0.1 0.112
H -5.754926 1.704309 -1.843811 0.0 -0.2 0.1 0.133
H -5.741829 -0.037569 -1.474653 0.0 0.1 -0.3 0.128
H -2.748607 0.878389 1.617170 0.1 0.1 0.0 0.122
H -0.496347 -0.013570 1.065106 0.1 0.1 0.0 0.116
H 0.446457 -0.622939 -0.938021 -0.1 -0.1 0.1 0.105
H 2.510481 -2.713883 -0.747685 0.0 0.1 -0.1 0.123
H 2.535040 -1.398698 -1.948736 0.0 -0.1 0.0 0.116
H 2.693916 -1.167707 1.103797 0.0 0.0 -0.2 0.144
H 2.400372 0.824809 -2.064290 0.0 -0.1 -0.1 0.116
H 1.499029 3.099600 -2.089913 0.0 0.0 -0.1 0.104
H 0.949053 4.227284 0.041065 0.0 0.1 0.0 0.106
H 1.321686 3.090555 2.164761 0.0 0.0 0.1 0.103
H 2.297211 0.442626 4.405069 0.0 0.1 0.0 0.098
H 2.625168 2.090118 3.816791 0.0 0.0 0.0 0.099
```
Positions in Å, forces in eV/Å.

* HOMO energy: -0.3107 hartree
* SMILES: COc1ccccc1[C@@H](CNC(=O)c1ccc(S(=O)(=O)NCc2ccco2)cc1)N(C)C
* Kohn-Sham gap: 0.3228 Ha
* energy relative to the best compared isomer or geometry (same formula, charge and spin): 94.4 kcal/mol
* lowest unoccupied orbital energy: 0.3294 eV
* charge: 0



(2)
The following is a quantum chemistry calculation of C4H12N2 in the gas phase at a distorted geometry, from OMol25.

Geometry as XYZ:
```
18
Properties=species:S:1:pos:R:3:forces:R:3:lowdin_charge:R:1
C -1.642376 0.697003 0.003976 -0.6 -0.1 0.3 -0.069
C -0.180099 0.566018 0.461538 0.5 0.0 -0.3 -0.443
C 0.053046 0.998932 1.908555 0.2 -0.1 0.7 -0.065
N 0.387127 -0.772089 0.229779 -0.2 -0.1 -0.3 -0.057
C 0.502634 -1.123087 -1.187665 0.6 0.0 0.8 -0.334
N 1.827432 -0.777031 -1.660342 0.2 0.4 -0.4 -0.001
H -2.288351 1.095778 0.784760 0.1 0.1 0.2 0.060
H -2.096544 -0.270858 -0.239908 0.3 0.1 -0.2 0.077
H -1.777263 1.373137 -0.834987 0.1 -0.1 -0.3 0.068
H 0.416417 1.226672 -0.171251 0.0 -0.1 0.0 0.125
H 0.707179 1.871182 1.988540 -0.2 0.0 -0.1 0.072
H 0.552602 0.229591 2.505994 0.0 -0.1 -0.3 0.070
H -0.872167 1.206098 2.442597 -0.1 0.2 -0.1 0.060
H -0.197688 -1.468192 0.679263 0.0 0.1 0.1 0.101
H -0.180114 -0.533019 -1.795456 -0.3 -0.2 -0.2 0.103
H 0.272152 -2.190911 -1.265731 -0.1 0.0 -0.2 0.108
H 2.610976 -1.213475 -1.189394 -0.4 -0.2 0.1 0.065
H 1.905038 -0.915750 -2.660267 0.1 0.0 0.1 0.060
```
Positions in Å, forces in eV/Å.

* HOMO energy: -0.3286 hartree
* SMILES: CC(C)NCN
* Kohn-Sham gap: 0.3702 Ha
* energy relative to the best compared isomer or geometry (same formula, charge and spin): 15.5 kcal/mol
* lowest unoccupied orbital energy: 1.1335 eV
* charge: 0



Please write out number 2 again, unchanged.
The following is a quantum chemistry calculation of C4H12N2 in the gas phase at a distorted geometry, from OMol25.

Geometry as XYZ:
```
18
Properties=species:S:1:pos:R:3:forces:R:3:lowdin_charge:R:1
C -1.642376 0.697003 0.003976 -0.6 -0.1 0.3 -0.069
C -0.180099 0.566018 0.461538 0.5 0.0 -0.3 -0.443
C 0.053046 0.998932 1.908555 0.2 -0.1 0.7 -0.065
N 0.387127 -0.772089 0.229779 -0.2 -0.1 -0.3 -0.057
C 0.502634 -1.123087 -1.187665 0.6 0.0 0.8 -0.334
N 1.827432 -0.777031 -1.660342 0.2 0.4 -0.4 -0.001
H -2.288351 1.095778 0.784760 0.1 0.1 0.2 0.060
H -2.096544 -0.270858 -0.239908 0.3 0.1 -0.2 0.077
H -1.777263 1.373137 -0.834987 0.1 -0.1 -0.3 0.068
H 0.416417 1.226672 -0.171251 0.0 -0.1 0.0 0.125
H 0.707179 1.871182 1.988540 -0.2 0.0 -0.1 0.072
H 0.552602 0.229591 2.505994 0.0 -0.1 -0.3 0.070
H -0.872167 1.206098 2.442597 -0.1 0.2 -0.1 0.060
H -0.197688 -1.468192 0.679263 0.0 0.1 0.1 0.101
H -0.180114 -0.533019 -1.795456 -0.3 -0.2 -0.2 0.103
H 0.272152 -2.190911 -1.265731 -0.1 0.0 -0.2 0.108
H 2.610976 -1.213475 -1.189394 -0.4 -0.2 0.1 0.065
H 1.905038 -0.915750 -2.660267 0.1 0.0 0.1 0.060
```
Positions in Å, forces in eV/Å.

* HOMO energy: -0.3286 hartree
* SMILES: CC(C)NCN
* Kohn-Sham gap: 0.3702 Ha
* energy relative to the best compared isomer or geometry (same formula, charge and spin): 15.5 kcal/mol
* lowest unoccupied orbital energy: 1.1335 eV
* charge: 0